{"formula": "C43H69Br3Cl3F7IN4O16S", "method": "ωB97M-V/def2-TZVPD", "symbols": ["C", "C", "C", "C", "N", "C", "C", "C", "C", "C", "O", "C", "O", "C", "C", "C", "C", "N", "C", "C", "C", "C", "C", "S", "O", "O", "C", "F", "F", "C", "F", "F", "C", "F", "F", "F", "N", "C", "I", "C", "C", "C", "C", "Cl", "C", "C", "Cl", "H", "H", "H", "H", "H", "H", "H", "H", "H", "H", "H", "H", "H", "H", "H", "H", "H", "H", "H", "H", "H", "H", "H", "H", "H", "H", "H", "H", "H", "H", "H", "H", "H", "H", "H", "H", "H", "H", "H", "H", "C", "Br", "Br", "Br", "H", "C", "C", "O", "C", "O", "O", "H", "H", "H", "H", "Cl", "C", "O", "C", "O", "O", "C", "H", "H", "H", "H", "H", "H", "C", "O", "O", "O", "O", "H", "H", "H", "C", "O", "C", "C", "N", "C", "C", "O", "C", "H", "H", "H", "H", "H", "H", "H", "H", "H", "H", "H", "H", "H", "H", "H"], "coordinates": [[-3.3129, -4.4350, -1.6625], [-2.2725, -3.3708, -1.5121], [-1.2884, -2.9908, -2.7459], [-1.3817, -1.5074, -3.3893], [-0.2661, -0.5669, -3.1969], [-0.2439, 0.3242, -2.0157], [0.7431, 1.5828, -2.5221], [2.1541, 1.7001, -1.7247], [3.0432, 3.0269, -2.1437], [2.4695, 3.8460, -3.4440], [3.5879, 4.7245, -3.9220], [3.7282, 4.4711, -5.3945], [3.2360, 5.3524, -6.3084], [0.3539, -0.5190, -0.7524], [1.5826, -1.5459, -1.0537], [1.3947, -2.8192, 0.0152], [1.8377, -2.4527, 1.5496], [0.6021, -2.2920, 2.4163], [0.6309, -1.1307, 3.4145], [-0.8283, -1.1650, 4.1656], [-1.7201, -2.4185, 3.5981], [-0.6922, -3.0704, 2.4995], [-1.6898, 1.1067, -1.6748], [-1.5399, 1.9566, -0.0141], [-1.9145, 0.8660, 1.0644], [-0.1713, 2.5622, 0.3423], [-2.7453, 3.4324, 0.1882], [-3.6913, 3.5629, -0.9431], [-1.9173, 4.6978, 0.1535], [-3.4637, 3.4534, 1.6815], [-4.5470, 2.4607, 1.8512], [-2.4272, 3.2684, 2.7655], [-4.1537, 4.9374, 2.0277], [-5.1813, 4.6610, 3.1005], [-3.1850, 5.9146, 2.5772], [-4.9069, 5.5120, 0.8895], [-2.8158, 0.0769, -1.7979], [-4.1548, 0.4461, -1.2480], [-5.2026, -1.3972, -0.5003], [-5.2489, 1.1346, -2.2428], [-6.3955, 1.9823, -1.3664], [-2.8126, -0.6819, -3.1170], [-3.0392, 0.1813, -4.4795], [-1.8580, 1.4755, -5.1910], [-4.2475, -0.0267, -5.3783], [-5.4380, -1.1190, -5.1131], [-4.4666, 0.9879, -6.9617], [-3.8024, -4.9740, -0.7377], [-3.6208, -4.7319, -2.7611], [-2.2046, -2.8052, -0.4703], [-0.1770, -3.2363, -2.3837], [-1.4918, -3.8117, -3.5910], [-1.4204, -1.7073, -4.5718], [0.6453, -0.8104, -3.6179], [0.9694, 1.4999, -3.6907], [0.1850, 2.6309, -2.4029], [2.8154, 0.7610, -2.0512], [2.1003, 1.6595, -0.5581], [4.1329, 2.6469, -2.4493], [3.2360, 3.7585, -1.2202], [2.2022, 3.1641, -4.3716], [1.5947, 4.5807, -3.1642], [4.2203, 3.5035, -5.8468], [-0.5273, -1.1873, -0.3009], [0.7126, 0.1443, 0.1677], [1.6178, -2.0349, -2.1089], [2.5938, -1.0194, -0.7242], [0.2967, -3.2116, -0.1068], [2.1041, -3.6671, -0.4012], [2.4125, -3.4128, 1.9658], [2.5852, -1.5548, 1.6188], [1.5327, -0.3907, 3.5762], [-1.2293, -0.4244, 4.9974], [-2.8081, -2.7899, 3.8569], [-0.8167, -4.0102, 1.7772], [-1.8987, 1.9936, -2.4410], [-2.4774, -0.6628, -1.1022], [-4.1777, 1.0906, -0.2746], [-5.8730, 0.2352, -2.7199], [-4.8048, 1.8607, -3.0579], [-6.6470, 3.0275, -1.8470], [-6.1100, 2.0985, -0.2370], [-7.4197, 1.3691, -1.3811], [-3.6197, -1.5258, -3.0826], [-5.1131, -2.0949, -4.5555], [-5.7944, -1.4788, -6.1954], [-6.4222, -0.6429, -4.6329], [5.9240, 0.5427, -0.9240], [5.2490, -0.5870, -2.3566], [4.8097, 0.4375, 0.6670], [7.7911, 0.1688, -0.5260], [5.8741, 1.5765, -1.2815], [-3.3984, -7.7174, -5.7040], [-3.7285, -8.7747, -4.7010], [-4.2163, -8.0356, -3.5974], [-4.6660, -6.8429, -4.0862], [-5.3050, -6.0303, -3.4389], [-4.3084, -6.6789, -5.3934], [-3.5385, -8.0608, -6.7326], [-2.3773, -7.3381, -5.5912], [-4.5163, -9.4507, -5.0500], [-2.8537, -9.3656, -4.4160], [-1.9841, -10.6649, -3.5115], [-10.5582, 2.4595, 6.7366], [-10.1700, 3.2537, 5.6173], [-9.0284, 2.8424, 5.0099], [-8.3449, 1.8860, 5.3402], [-8.7792, 3.6795, 3.9715], [-7.5990, 3.3656, 3.2348], [-11.4823, 2.8785, 7.1441], [-10.7547, 1.4276, 6.4282], [-9.7916, 2.4922, 7.5176], [-7.6772, 2.3699, 2.7864], [-6.7141, 3.4345, 3.8758], [-7.4982, 4.0984, 2.4295], [-4.9946, -4.3877, 4.1081], [-6.1115, -4.8266, 4.3353], [-4.6414, -3.2152, 4.2792], [-4.0446, -5.0481, 3.6719], [-0.8373, 4.2297, -3.7690], [-1.2474, 3.4098, -4.1454], [-1.5134, 4.9401, -3.6266], [-0.0876, 4.5510, -4.3320], [13.6465, 1.0642, 4.0181], [12.8175, 0.2137, 4.7989], [12.3092, 0.8558, 5.9752], [10.7865, 1.0349, 5.8687], [10.4418, 2.0489, 4.8663], [9.0119, 2.0899, 4.5420], [8.4085, 0.8486, 3.8573], [8.9015, 0.6209, 2.5355], [10.1050, -0.1340, 2.4793], [14.0854, 0.4673, 3.2139], [13.0598, 1.8682, 3.5668], [14.4570, 1.4831, 4.6221], [12.8134, 1.8085, 6.1796], [12.5217, 0.1852, 6.8144], [10.3914, 1.3422, 6.8427], [10.3538, 0.0631, 5.6089], [10.9579, 1.8576, 4.0107], [8.8692, 2.9463, 3.8732], [8.4446, 2.3104, 5.4561], [7.3337, 1.0333, 3.7436], [8.4912, -0.0569, 4.4689], [10.1828, -0.8619, 3.2928], [10.9673, 0.5351, 2.4793], [10.1179, -0.6788, 1.5288]], "e_homo_ev": -2.8, "charge": -1, "lumo_ev": -1.6}

---

{"formula": "C2H5O3P2", "method": "ωB97M-V/def2-TZVPD", "symbols": ["C", "C", "O", "O", "O", "P", "P", "H", "H", "H", "H", "H"], "coordinates": [[-0.9756, 0.6754, 1.4933], [1.0838, -1.0022, -0.2930], [-1.6311, -1.0771, -0.6027], [1.8148, 0.4961, -2.7302], [-0.2184, 0.9805, -1.1524], [1.6654, 0.7149, -1.2690], [-0.5480, -0.2445, -0.1431], [-1.8791, 1.4446, 1.3072], [-1.4840, -0.0517, 2.2037], [-0.1864, 1.3310, 1.6899], [1.3604, -1.4823, 0.6158], [0.9981, -1.7848, -1.1194]], "e_homo_ev": -3.8, "charge": -1, "lumo_ev": 3.9, "relative_energy_kj_mol": 28.8, "smiles": "CP12([O-])C[P@]1(=O)O2"}

---

{"formula": "C35H35BrDyN4O2S5", "method": "ωB97M-V/def2-TZVPD", "symbols": ["Dy", "C", "N", "C", "C", "C", "C", "C", "C", "C", "N", "C", "C", "C", "C", "C", "C", "N", "C", "C", "H", "H", "H", "H", "H", "H", "H", "H", "H", "H", "H", "H", "H", "H", "H", "H", "H", "H", "H", "H", "Br", "C", "C", "C", "N", "C", "C", "H", "H", "H", "H", "C", "S", "C", "C", "S", "S", "C", "S", "S", "H", "H", "H", "C", "C", "C", "C", "C", "C", "C", "C", "H", "H", "H", "H", "H", "C", "O", "C", "O", "H", "H", "H"], "coordinates": [[0.1124, 0.3980, -0.1266], [3.5095, -0.4211, 0.6639], [2.5656, -0.5463, -0.4522], [3.0003, 0.2679, -1.5980], [2.3677, -1.9446, -0.8014], [3.2341, -2.5800, -1.6740], [2.9776, -3.8676, -2.1256], [1.8123, -4.4917, -1.7106], [0.9564, -3.8674, -0.8152], [1.2395, -2.6020, -0.2852], [0.4333, -1.8654, 0.5938], [-0.4349, -2.4590, 1.4838], [-0.5697, -3.8294, 1.7806], [-1.5563, -4.2973, 2.6417], [-2.4290, -3.4314, 3.2777], [-2.2294, -2.0640, 3.1030], [-1.2442, -1.5897, 2.2591], [-0.9021, -0.1800, 2.2244], [0.1518, 0.0231, 3.2443], [-2.0087, 0.7434, 2.4923], [4.4915, -0.8085, 0.3615], [3.1408, -1.0018, 1.5096], [3.5870, 0.6208, 0.9609], [2.3333, 0.0678, -2.4382], [4.0349, 0.0605, -1.8936], [2.9368, 1.3226, -1.3190], [4.1004, -2.0468, -2.0421], [3.6503, -4.3486, -2.8233], [1.5406, -5.4635, -2.1049], [0.0161, -4.3398, -0.5807], [0.1004, -4.5447, 1.3349], [-1.6343, -5.3655, 2.8083], [-3.2143, -3.7977, 3.9250], [-2.8423, -1.3581, 3.6472], [-0.2464, -0.2676, 4.2246], [0.4645, 1.0605, 3.2450], [1.0125, -0.5974, 2.9990], [-2.8270, 0.5620, 1.7983], [-1.6411, 1.7589, 2.3386], [-2.3788, 0.6628, 3.5211], [-6.9414, -0.9748, -1.9642], [-5.1598, -0.6251, -1.4519], [-4.5396, 0.5351, -1.8637], [-3.2256, 0.7413, -1.4763], [-2.5324, -0.1218, -0.7274], [-3.1575, -1.2429, -0.3598], [-4.4693, -1.5429, -0.6877], [-5.0428, 1.2620, -2.4845], [-2.7078, 1.6331, -1.7977], [-2.5762, -1.9586, 0.2070], [-4.9138, -2.4709, -0.3599], [-2.5965, -2.8449, -4.9529], [-3.2642, -1.2809, -4.3524], [-1.9269, -0.1977, -4.6791], [-0.7578, -0.1278, -3.9927], [-0.2689, -1.1132, -2.6459], [0.3478, 1.0609, -4.6079], [-0.5798, 1.6779, -5.9154], [-0.0741, 2.8860, -6.9364], [-2.0840, 0.8723, -6.0453], [-3.3556, -3.6061, -4.7685], [-1.6939, -3.0963, -4.3972], [-2.3894, -2.8023, -6.0210], [1.4504, 1.8834, 1.2277], [2.1146, 2.6822, 1.8714], [2.9101, 3.5928, 2.6536], [2.7972, 4.9763, 2.4842], [3.5665, 5.8470, 3.2410], [4.4639, 5.3577, 4.1824], [4.5846, 3.9860, 4.3606], [3.8157, 3.1133, 3.6042], [2.1000, 5.3544, 1.7480], [3.4648, 6.9148, 3.0925], [5.0638, 6.0407, 4.7704], [5.2799, 3.5904, 5.0904], [3.9057, 2.0426, 3.7391], [-1.6880, 3.8075, 0.1025], [-1.1547, 2.5519, -0.2252], [-0.3873, 2.3535, -1.5549], [-0.4910, 3.2463, -2.3291], [-2.7810, 3.7537, 0.1570], [-1.4138, 4.5455, -0.6578], [-1.3033, 4.1264, 1.0751]], "spin_multiplicity": 6, "e_homo_ev": [-4.6, -4.6], "charge": -1, "lumo_ev": [2.1, 2.1], "relative_energy_kj_mol": 0.0}

---

no.,molecular weight (g/mol)
1,1536.1
2,139.0
3,946.4